ORCA calculation (the ωB97M-V functional and the def2-TZVPD basis) on a molecular structure, C4H8GaO3 at a distorted geometry.

As for the charge: +2. The value obtained for the HOMO energy (spin up / spin down) is -17.0680 / -16.7011 eV. Its multiplicity is 2. The frontier orbital gap (spin up / spin down) comes out at 7.52 / 6.92 eV.

The geometry in XYZ format:
```
16
Properties=species:S:1:pos:R:3:forces:R:3
O -1.782 1.334 -0.140 0.4 2.2 -1.1
C -0.772 0.567 -0.106 -6.7 -6.0 2.6
Ga 1.889 0.419 -0.236 1.2 -1.0 0.2
O 0.351 0.871 -0.454 0.6 4.7 -2.4
C -3.144 0.784 -0.030 0.4 1.4 0.2
H -3.572 1.302 0.835 -0.1 -0.2 -0.3
H -3.632 1.060 -0.971 0.1 -0.1 0.4
C -3.078 -0.718 0.163 0.6 -0.9 0.1
H -3.008 -1.038 -0.893 0.5 -0.7 0.1
H -2.940 -1.899 0.310 -0.8 1.5 -0.2
O 3.473 0.458 -0.025 1.6 1.3 0.3
C 4.554 -0.406 0.052 2.7 -2.6 0.2
H 4.490 -1.082 0.928 -0.1 0.5 -0.4
H 4.650 -1.047 -0.846 -0.2 0.5 0.4
H 5.503 0.154 0.150 -0.8 0.1 -0.1
H -2.980 -0.758 1.263 0.5 -0.7 0.0
```
Forces are in eV/Å.

---

ORCA calculation (the ωB97M-V functional and the def2-TZVPD basis) on a molecular structure, C20H21BrN3O6PPt.

The value obtained for the HOMO energy (spin up / spin down) is -6.9546 / -7.8773 eV. Its multiplicity is 3. The frontier orbital gap (spin up / spin down) comes out at 7.25 / 7.71 eV.

The geometry in XYZ format:
```
53
Properties=species:S:1:pos:R:3:forces:R:3
Pt -0.060 -0.882 -0.040 0.2 -0.4 -0.2
Br 2.333 -0.946 1.499 0.1 -0.1 0.0
C 1.902 0.722 2.317 -0.1 0.1 0.0
C 2.837 1.237 3.163 -0.1 0.1 0.0
C 2.577 2.464 3.809 0.0 -0.1 0.0
C 1.403 3.112 3.581 0.0 0.0 -0.1
C 0.427 2.579 2.701 0.0 0.1 0.1
C -0.783 3.280 2.478 0.1 -0.1 0.0
C -1.718 2.770 1.631 0.0 0.0 0.0
C -1.491 1.541 0.973 0.1 0.1 0.1
C -0.336 0.817 1.143 -0.1 0.2 0.3
C 0.652 1.343 2.036 0.1 -0.1 -0.1
H 3.765 0.714 3.338 0.0 0.0 0.0
H 3.317 2.878 4.479 0.0 0.0 0.0
H 1.195 4.055 4.068 0.0 0.0 0.0
H -0.944 4.221 2.987 0.0 0.0 0.0
H -2.642 3.307 1.456 0.0 0.0 0.0
H -2.254 1.169 0.299 0.0 0.0 0.0
C 0.048 -3.438 3.129 0.0 0.0 -0.1
O -0.076 -3.745 1.734 -0.1 0.0 0.1
P -0.959 -2.842 0.750 0.2 0.6 0.0
O -1.352 -3.899 -0.364 -0.1 -0.2 -0.1
C -0.320 -4.515 -1.152 -0.1 0.1 0.0
O -2.317 -2.711 1.551 0.0 -0.2 0.1
C -3.170 -1.560 1.477 -0.1 -0.1 0.0
H 0.329 -4.362 3.626 0.0 0.0 0.0
H -0.903 -3.087 3.524 0.0 0.0 0.0
H 0.816 -2.682 3.282 0.0 0.0 0.0
H -0.733 -4.681 -2.144 0.0 0.0 0.0
H -0.047 -5.456 -0.679 0.1 0.0 0.0
H 0.546 -3.858 -1.235 0.0 0.0 0.0
H -3.756 -1.566 2.393 0.0 0.0 -0.1
H -3.812 -1.646 0.603 0.0 0.1 0.0
H -2.574 -0.654 1.418 0.0 0.0 0.0
O -2.619 -1.189 -3.254 -0.5 0.0 -0.4
N -1.763 -1.234 -2.408 0.2 0.0 0.2
O -1.992 -0.698 -1.256 0.1 0.2 0.2
O -0.662 -1.772 -2.579 0.4 -0.1 0.0
N 2.690 0.340 -3.201 0.0 0.0 0.1
C 2.417 -0.097 -1.950 0.1 -0.1 0.1
N 1.295 0.370 -1.476 -0.2 -0.2 -0.2
C 0.773 1.166 -2.493 -0.2 0.1 0.2
C -0.417 1.891 -2.533 0.0 0.0 0.0
C -0.691 2.589 -3.689 0.1 0.0 -0.1
C 0.194 2.574 -4.782 -0.1 0.0 0.0
C 1.374 1.861 -4.752 -0.1 0.0 0.1
C 1.639 1.159 -3.581 0.1 0.0 -0.2
H 3.499 0.094 -3.743 0.0 0.0 0.0
H 3.081 -0.754 -1.412 0.0 -0.1 0.0
H -1.094 1.884 -1.692 0.0 0.0 0.0
H -1.607 3.155 -3.763 0.0 0.0 0.0
H -0.062 3.132 -5.671 0.0 0.0 0.0
H 2.047 1.849 -5.597 0.0 0.0 0.0
```
Forces are in eV/Å.

---

ORCA calculation (the ωB97M-V functional and the def2-TZVPD basis) on a molecular structure, C36H35ClI2IrN5O2S2.

The value obtained for the HOMO energy (spin up / spin down) is -5.1948 / -7.1425 eV. Its multiplicity is 5. The frontier orbital gap (spin up / spin down) comes out at 3.73 / 3.78 eV.

The geometry in XYZ format:
```
84
Properties=species:S:1:pos:R:3:forces:R:3
Ir 1.555 0.468 -0.010 -0.4 -0.4 0.3
I 0.594 4.797 -3.453 0.0 0.0 -0.1
C 0.024 4.543 -1.501 -0.1 0.0 0.1
C -0.860 5.413 -0.885 -0.1 0.1 -0.1
C -1.221 5.266 0.442 0.0 -0.1 0.0
I -2.495 6.669 1.265 0.0 0.0 0.0
C -0.735 4.162 1.225 0.0 0.0 0.0
C -1.003 3.963 2.589 0.0 0.0 0.0
C -0.449 2.884 3.232 0.0 0.0 0.0
C 0.313 1.975 2.501 0.0 0.0 -0.1
N 0.533 2.116 1.203 0.1 0.0 0.1
C 0.082 3.216 0.589 0.0 0.0 0.0
C 0.598 3.437 -0.773 0.1 -0.1 -0.1
O 1.509 2.735 -1.208 0.0 0.2 -0.1
H -1.263 6.242 -1.451 0.0 0.0 0.0
H -1.620 4.669 3.128 0.0 0.0 0.0
H -0.597 2.726 4.291 0.0 0.0 0.0
H 0.780 1.121 2.977 0.0 0.0 0.0
N 5.510 0.709 5.897 0.0 0.0 0.0
C 5.350 1.666 4.932 0.0 0.0 0.0
S 6.028 3.182 5.191 0.0 0.0 0.0
C 4.623 1.310 3.759 0.0 0.1 0.0
C 4.026 0.031 3.538 -0.1 -0.1 0.0
C 3.288 -0.212 2.418 0.0 0.0 0.0
N 3.066 0.706 1.436 0.0 -0.1 -0.1
C 3.680 1.920 1.606 0.0 0.1 0.0
C 4.424 2.242 2.695 0.0 0.0 0.0
H 5.937 1.003 6.757 0.0 0.0 0.0
H 4.987 -0.146 5.894 0.0 0.0 0.0
H 4.143 -0.793 4.230 0.0 0.0 0.0
H 2.848 -1.191 2.258 0.0 0.0 0.0
H 3.526 2.633 0.804 0.0 0.0 0.0
H 4.880 3.219 2.770 0.0 0.0 0.0
Cl 2.127 -5.998 -0.722 0.0 0.0 0.0
C 2.388 -4.297 -0.962 0.0 0.0 0.0
C 1.661 -3.630 -1.940 0.0 0.0 0.0
C 1.847 -2.273 -2.108 0.0 -0.1 0.0
C 2.762 -1.563 -1.315 -0.1 0.1 0.1
C 2.906 -0.096 -1.453 0.3 0.1 -0.2
C 3.500 -2.273 -0.359 0.0 0.0 0.0
C 3.316 -3.633 -0.178 0.0 0.0 0.0
H 0.957 -4.176 -2.553 0.0 0.0 0.0
H 1.266 -1.736 -2.848 0.0 0.0 0.0
H 2.609 0.262 -2.437 0.0 0.0 0.0
H 3.902 0.259 -1.188 0.0 0.0 0.0
H 4.228 -1.746 0.244 0.0 0.0 0.0
H 3.885 -4.177 0.563 0.0 0.0 0.0
C -2.412 -2.024 0.777 0.0 0.0 0.0
C -1.181 -2.891 1.063 0.0 0.0 0.0
C -1.192 -4.109 0.146 0.0 0.0 0.0
C -1.156 -3.332 2.523 0.0 0.0 0.0
N 0.088 -2.201 0.754 0.0 0.0 0.0
N 0.261 -0.934 1.385 0.1 0.0 -0.1
H -3.320 -2.623 0.860 0.0 0.0 0.0
H -2.365 -1.604 -0.231 0.0 0.0 0.0
H -2.521 -1.200 1.489 0.0 0.0 0.0
H -2.088 -4.706 0.317 0.0 0.0 0.0
H -0.314 -4.732 0.321 0.0 0.0 0.0
H -1.188 -3.801 -0.903 0.0 0.0 0.0
H -2.032 -3.941 2.749 0.0 0.0 0.0
H -1.173 -2.477 3.203 0.0 0.0 0.0
H -0.260 -3.920 2.723 0.0 0.0 0.0
H 0.123 -2.015 -0.245 0.0 0.0 0.0
H 0.655 -1.090 2.307 0.0 0.0 0.0
H -0.621 -0.431 1.477 0.0 0.0 0.0
C -6.761 0.288 -3.486 0.0 0.1 0.0
C -6.925 -0.013 -4.953 0.0 -0.2 0.0
O -7.988 -0.036 -5.511 0.0 0.1 0.0
S -5.475 -0.387 -5.938 0.0 0.0 0.0
C -4.126 -0.222 -4.795 0.0 0.0 0.0
C -3.618 -1.342 -4.145 0.0 0.0 0.0
C -2.562 -1.217 -3.260 0.0 0.0 0.0
C -1.985 0.031 -3.006 -0.1 0.0 0.0
C -2.493 1.150 -3.678 0.0 0.0 0.0
C -3.545 1.022 -4.565 0.0 0.0 0.0
C -0.899 0.158 -2.086 0.1 0.0 0.1
C 0.033 0.256 -1.311 0.1 0.1 0.0
H -7.744 0.224 -3.025 0.0 0.0 0.0
H -6.372 1.301 -3.372 0.0 0.0 0.0
H -6.060 -0.389 -3.003 0.0 0.0 0.0
H -4.059 -2.312 -4.334 0.0 0.0 0.0
H -2.173 -2.091 -2.754 0.0 0.0 0.0
H -2.044 2.118 -3.498 0.0 0.0 0.0
H -3.925 1.891 -5.088 0.0 0.0 0.0
```
Forces are in eV/Å.

---

ORCA calculation (the ωB97M-V functional and the def2-TZVPD basis) on a gas-phase ion, C7H12ClN2O2S (charge +1) at a distorted geometry.

As for the charge: +1. The value obtained for the HOMO energy is -14.1143 eV. The frontier orbital gap comes out at 9.79 eV.

The geometry in XYZ format:
```
25
Properties=species:S:1:pos:R:3:forces:R:3
C 2.154 1.427 -1.341 0.4 1.2 -3.0
C 1.324 2.018 -0.241 -1.0 1.3 0.0
N 0.591 0.909 0.398 0.1 0.0 1.2
C 0.937 0.476 1.619 -1.1 -1.0 1.5
C -0.019 -0.477 2.023 1.6 0.7 -2.3
N -0.860 -0.644 0.877 1.9 1.2 1.5
C -2.026 -1.430 0.868 -2.7 1.0 0.6
C -2.277 -2.175 -0.376 -4.1 1.6 0.3
S -3.493 -0.031 1.027 2.2 0.9 3.0
O -3.050 0.796 2.156 -0.9 -1.6 -1.5
O -3.538 0.546 -0.254 -0.3 0.7 -1.9
Cl -5.334 -0.766 1.431 0.6 -0.3 0.0
C -0.449 0.228 -0.048 -0.4 1.2 -2.3
H 3.240 1.574 -1.152 -0.7 -0.6 -0.3
H 1.891 2.080 -2.302 0.9 -1.5 1.8
H 1.858 0.360 -1.591 0.7 1.3 0.4
H 0.454 2.537 -0.651 0.5 0.7 -0.2
H 1.894 2.813 0.454 -1.5 -2.4 -1.0
H 1.791 1.055 1.954 -0.2 -1.0 1.2
H 0.031 -1.296 2.711 -0.2 0.3 0.7
H -2.254 -1.890 1.821 0.8 -0.5 0.1
H -2.572 -1.422 -1.170 0.1 -1.1 0.7
H -3.084 -2.911 -0.150 0.4 0.7 -0.6
H -1.476 -2.683 -0.687 3.3 -2.0 -1.2
H -0.808 0.487 -1.079 -0.3 -0.8 1.4
```
Forces are in eV/Å.

---

ORCA calculation (the ωB97M-V functional and the def2-TZVPD basis) on a molecular structure, C33H24F2N4O3ReS.

The value obtained for the HOMO energy (spin up / spin down) is -5.8085 / -5.8060 eV. Its multiplicity is 4. The frontier orbital gap (spin up / spin down) comes out at 5.40 / 4.56 eV.

The geometry in XYZ format:
```
68
Properties=species:S:1:pos:R:3:forces:R:3
Re 0.073 -0.386 -0.126 0.0 0.3 0.1
F -0.690 -4.924 -3.087 0.0 0.0 0.0
C -0.221 -4.358 -1.963 0.0 0.0 0.0
C -0.247 -2.981 -1.845 0.0 0.0 0.0
C 0.244 -2.391 -0.690 0.1 0.0 0.0
C 0.780 -3.202 0.334 0.0 0.0 0.0
C 0.756 -4.581 0.163 0.0 0.0 0.0
F 1.242 -5.399 1.122 0.0 0.0 0.0
C 0.261 -5.186 -0.971 0.0 0.0 0.0
C 1.441 -2.503 1.442 0.1 0.0 -0.1
C 2.071 -3.098 2.532 0.0 0.0 0.0
C 2.826 -2.324 3.392 0.0 0.0 0.0
C 2.965 -0.965 3.152 0.0 0.0 0.0
C 2.269 -0.421 2.098 -0.1 0.0 0.0
N 1.493 -1.155 1.290 0.1 -0.1 0.0
H -0.645 -2.398 -2.663 0.0 0.0 0.0
H 0.264 -6.261 -1.076 0.0 0.0 0.0
H 1.981 -4.158 2.689 0.0 0.0 0.0
H 3.320 -2.786 4.237 0.0 0.0 0.0
H 3.587 -0.334 3.769 0.0 0.0 0.0
H 2.316 0.636 1.887 0.0 0.0 0.0
O -1.352 -1.047 1.129 -0.1 0.0 -0.3
C -2.661 -0.823 1.145 0.1 0.0 0.2
C -3.352 -1.165 2.317 0.0 0.0 0.1
C -4.696 -0.905 2.458 0.0 0.0 0.0
C -5.405 -0.284 1.429 0.0 0.0 0.0
C -4.742 0.034 0.265 0.0 0.0 0.0
C -3.380 -0.239 0.090 0.0 0.0 -0.1
C -2.752 -0.003 -1.206 -0.1 -0.1 0.0
N -1.465 -0.118 -1.514 0.3 0.2 0.1
C -1.331 0.076 -2.879 0.0 0.0 0.0
C -2.555 0.306 -3.395 0.0 0.1 0.0
N -3.432 0.263 -2.334 -0.1 0.0 0.0
H -2.782 -1.633 3.109 0.0 0.0 0.0
H -5.200 -1.174 3.378 0.0 0.0 0.0
H -6.456 -0.057 1.538 0.0 0.0 0.0
H -5.296 0.531 -0.523 0.0 0.0 0.0
H -0.378 0.040 -3.375 0.0 0.0 0.0
H -2.867 0.535 -4.396 0.0 0.0 0.0
H -4.425 0.401 -2.390 0.0 0.0 0.0
O 1.907 -0.115 -3.185 -0.2 0.0 -0.1
C 1.747 0.820 -2.427 0.2 -0.2 -0.1
O 1.443 0.601 -1.141 -0.4 0.0 0.3
C 2.008 2.232 -2.831 -0.1 0.1 0.1
C 3.172 2.391 -3.594 0.0 0.0 0.0
C 3.586 3.628 -4.035 0.0 0.0 0.0
C 2.801 4.738 -3.722 0.0 0.0 0.0
C 1.633 4.591 -3.008 0.0 0.0 0.0
C 1.167 3.338 -2.545 0.0 -0.1 0.0
S -0.400 3.280 -1.775 0.1 -0.3 0.1
H 3.756 1.508 -3.822 0.0 0.0 0.0
H 4.497 3.732 -4.609 0.0 0.0 0.0
H 3.101 5.724 -4.057 0.0 0.0 0.0
H 1.012 5.453 -2.798 0.0 0.0 0.0
C 0.448 4.779 3.967 0.0 0.0 0.0
C 0.320 3.625 3.019 0.1 0.1 0.0
C -0.608 2.611 3.217 -0.1 -0.1 0.0
C -0.688 1.568 2.314 0.0 0.1 0.1
N 0.089 1.487 1.231 0.0 -0.1 -0.3
C 0.965 2.484 1.009 -0.2 0.1 -0.2
C 1.118 3.539 1.883 -0.1 0.0 0.0
H -0.210 4.665 4.827 0.0 0.0 0.0
H 0.194 5.712 3.461 0.0 0.0 0.0
H 1.474 4.872 4.325 0.0 0.0 0.0
H -1.274 2.627 4.070 0.0 0.0 0.0
H -1.403 0.773 2.458 0.1 0.0 0.1
H 1.535 2.418 0.096 0.1 0.0 0.0
H 1.837 4.313 1.650 0.0 0.0 0.0
```
Forces are in eV/Å.

---

Sequential relative energy (zero: lowest compared OMol25 entry of this formula, charge and spin) output: 3.946; 0.067; 0.000; 2.188; 0.000 eV